Entry 1:
{"formula": "C24H30N4O3", "method": "ωB97M-V/def2-TZVPD", "elements": ["O", "C", "N", "C", "N", "C", "C", "C", "C", "H", "H", "H", "H", "H", "C", "C", "H", "H", "C", "C", "O", "N", "C", "H", "H", "C", "O", "N", "H", "C", "H", "C", "H", "H", "C", "C", "H", "C", "H", "H", "H", "H", "H", "C", "C", "C", "C", "C", "C", "C", "H", "H", "H", "H", "H", "H", "H", "H", "H", "H", "H"], "positions_angstrom": [[-3.41281, -1.34607, 1.69626], [-3.44550, -1.79537, 0.56880], [-3.59819, -1.02341, -0.54683], [-3.67545, 0.36630, -0.56964], [-3.19317, 0.91935, -1.67705], [-3.21372, 2.23549, -1.78548], [-3.71856, 3.07208, -0.80568], [-4.24547, 2.48945, 0.33871], [-4.23336, 1.11436, 0.46804], [-4.62436, 0.62493, 1.34336], [-4.66464, 3.10329, 1.12260], [-3.70648, 4.14263, -0.93403], [-2.80157, 2.62858, -2.70571], [-3.29309, -1.41646, -1.43469], [-3.32804, -3.28665, 0.30395], [-1.98960, -3.82740, 0.83219], [-1.71896, -3.25349, 1.72143], [-2.10765, -4.86960, 1.13390], [-0.88306, -3.75931, -0.22974], [-0.85093, -2.39940, -0.89364], [-1.46922, -2.21393, -1.93289], [-0.19740, -1.38457, -0.27978], [0.69002, -1.54505, 0.85360], [0.36982, -2.38297, 1.46936], [0.65486, -0.63553, 1.45853], [2.12147, -1.80657, 0.36086], [2.53274, -2.92244, 0.12329], [2.83554, -0.68194, 0.17769], [2.43493, 0.21098, 0.41932], [4.19279, -0.66291, -0.32388], [4.43153, -1.69275, -0.59779], [5.15790, -0.08495, 0.71472], [4.94044, -0.45013, 1.71706], [6.17345, -0.38265, 0.45540], [4.99679, 1.43625, 0.59339], [4.44905, 1.69614, -0.82410], [3.47508, 2.18374, -0.76977], [4.32675, 0.31904, -1.48953], [5.23393, 0.08368, -2.04538], [3.48317, 0.25812, -2.17566], [5.10742, 2.34857, -1.39524], [5.94704, 1.94255, 0.75415], [4.29934, 1.80757, 1.34505], [-0.11912, -0.11690, -0.99051], [-0.25774, 1.09748, -0.11806], [0.40057, 2.26741, -0.47996], [0.26264, 3.41946, 0.27262], [-0.53224, 3.41451, 1.40634], [-1.18930, 2.25410, 1.77580], [-1.05685, 1.10276, 1.01921], [-1.58854, 0.21171, 1.31562], [-1.81557, 2.24042, 2.65496], [-0.64025, 4.31227, 1.99644], [0.77661, 4.32154, -0.02603], [1.01346, 2.27678, -1.37110], [0.82162, -0.06692, -1.55463], [-0.93994, -0.12170, -1.71937], [0.08525, -4.02971, 0.18779], [-1.11959, -4.47239, -1.02238], [-3.43972, -3.50981, -0.75598], [-4.14408, -3.76053, 0.85409]], "atomic_forces_ev_per_a": [[0.0, 0.1, 0.4], [-0.1, -0.2, -0.3], [-0.1, -0.1, -0.3], [-0.2, 0.5, 0.1], [0.0, -0.5, 0.0], [0.0, 0.3, 0.1], [0.0, 0.0, 0.1], [0.0, -0.1, -0.2], [-0.1, 0.0, 0.0], [0.0, 0.0, 0.0], [0.0, 0.0, 0.1], [0.0, 0.1, 0.0], [0.0, 0.1, 0.0], [0.0, 0.0, 0.2], [0.1, 0.0, 0.2], [0.0, 0.0, -0.1], [0.0, -0.1, 0.0], [0.0, 0.1, 0.0], [0.0, -0.1, 0.0], [0.0, -0.5, 0.0], [0.0, -0.2, -0.3], [0.0, 0.5, 0.2], [0.3, -0.3, 0.0], [0.1, 0.1, 0.0], [0.0, -0.1, 0.0], [-0.5, 0.2, 0.4], [0.1, -0.4, -0.1], [0.2, 0.5, 0.0], [-0.2, -0.1, 0.1], [0.3, -0.3, -0.2], [0.0, 0.1, 0.0], [-0.1, -0.1, 0.0], [0.1, -0.1, 0.0], [0.1, 0.0, 0.0], [0.1, 0.1, 0.1], [0.0, 0.1, -0.1], [0.0, 0.1, 0.0], [0.0, -0.1, 0.0], [0.0, 0.0, 0.0], [0.0, -0.1, -0.1], [-0.1, 0.1, 0.0], [0.0, 0.1, 0.1], [0.0, 0.1, 0.0], [-0.3, 0.1, -0.5], [0.1, 0.0, 0.1], [0.0, -0.1, 0.0], [0.0, 0.1, 0.0], [0.0, 0.1, 0.0], [0.0, 0.0, 0.0], [0.1, 0.0, -0.1], [-0.1, -0.2, 0.1], [-0.1, 0.0, 0.1], [0.0, 0.1, 0.1], [0.0, 0.1, 0.0], [0.1, 0.0, -0.1], [-0.1, 0.0, 0.0], [0.2, 0.0, 0.1], [0.0, 0.0, 0.0], [0.1, 0.1, 0.0], [-0.1, 0.0, 0.0], [0.0, 0.1, -0.1]], "mulliken_charge": [-0.63, 0.24, 0.04, 0.45, -0.51, -0.53, -0.41, -0.59, -0.21, 0.43, 0.42, 0.42, 0.43, 0.38, -0.76, -0.53, 0.32, 0.47, -1.14, 0.52, -0.70, 0.47, -1.02, 0.75, 0.45, 0.28, -0.70, 0.07, 0.15, -0.34, 0.59, -0.93, 0.37, 0.39, -0.76, -0.25, -0.15, -0.89, 0.35, 0.39, 0.50, 0.39, 0.28, -1.39, 0.83, -0.52, -1.10, -0.64, -1.09, 0.43, 0.43, 0.50, 0.42, 0.48, 0.63, 0.11, 0.94, 0.25, 0.45, 0.32, 0.44], "total_energy_ha": -1377.3744, "homo_energy_ha": -0.3198, "smiles": "O=C(CCCC(=O)N(CC(=O)NC1CCCC1)Cc1ccccc1)Nc1ccccn1", "relative_energy_ev": 0.724, "largest_force_ev_per_a": 0.67}

---

Entry 2:
{"formula": "C4H10N2O2", "method": "ωB97M-V/def2-TZVPD", "elements": ["C", "C", "C", "C", "H", "H", "H", "H", "H", "H", "H", "H", "H", "H", "N", "N", "O", "O"], "positions_angstrom": [[0.99668, 1.33036, -0.47466], [0.90350, -0.16460, -0.02219], [0.25891, -1.33818, -0.75361], [-1.57078, -0.62133, 0.43246], [-0.79405, 1.64485, 0.18500], [1.77864, 1.39258, -1.34923], [1.35432, 1.72497, 0.53575], [0.22242, -0.15997, 0.86535], [2.54928, 0.12704, 1.34699], [0.85620, -1.82233, -1.62278], [0.07618, -2.12220, -0.06922], [-1.23562, -0.25351, -1.36743], [-1.56108, -1.38062, 1.22433], [-2.64165, 0.65191, 1.29292], [-1.07988, -1.06601, -0.88904], [-1.95759, 0.60640, 0.56111], [-0.27202, 1.99379, -0.56690], [2.11655, -0.54316, 0.67115]], "atomic_forces_ev_per_a": [[0.6, -0.5, 1.4], [0.5, 0.4, 3.2], [4.0, -1.5, -1.0], [-0.6, 0.5, -1.9], [-0.3, 0.3, -0.6], [-1.9, 0.6, 1.5], [0.9, 0.0, -1.6], [0.4, 0.6, -0.7], [-2.0, -1.6, -2.4], [-1.4, 1.2, 1.0], [1.8, -1.5, 1.3], [-0.7, 2.5, -2.4], [-0.3, -0.1, -0.3], [0.1, 0.4, 1.1], [-3.4, 0.8, 2.5], [-1.5, -2.7, -0.1], [1.8, -0.1, -1.6], [2.0, 0.7, 0.6]], "mulliken_charge": [-0.50, 0.24, -0.74, -0.42, 0.37, 0.28, 0.28, 0.46, 0.35, 0.32, 0.38, 0.40, 0.41, 0.18, -0.34, -0.52, -0.55, -0.60], "total_energy_ha": -418.2602, "homo_energy_ha": -0.3493, "smiles": "[H]/N=C/NC[C@@H](O)CO", "relative_energy_ev": 5.462, "largest_force_ev_per_a": 4.40}

---

Entry 3:
{"formula": "C4H10N2", "method": "ωB97M-V/def2-TZVPD", "elements": ["C", "C", "N", "H", "H", "H", "H", "H", "C", "C", "N", "H", "H", "H", "H", "H"], "positions_angstrom": [[1.07317, 1.43402, -0.21714], [2.20502, -0.09047, 1.11177], [1.53683, 0.10079, 0.05342], [1.87673, 2.17715, -0.24034], [0.24640, 1.70035, 0.42282], [0.76347, 1.51108, -1.26037], [2.35032, -1.13417, 1.38777], [2.58037, 0.75110, 1.69819], [-1.10259, -0.83852, -1.29485], [-2.11605, -0.72557, 0.77088], [-1.42371, -0.06688, -0.05525], [-0.53744, -0.17597, -1.94356], [-2.03793, -1.10064, -1.80111], [-0.45866, -1.68980, -1.06985], [-2.28776, -0.18335, 1.70987], [-2.66815, -1.66912, 0.72774]], "atomic_forces_ev_per_a": [[0.9, 0.8, -1.4], [-0.5, 0.0, -1.0], [-0.2, -0.6, 0.8], [0.2, 0.1, 0.8], [-0.1, 0.1, 0.1], [-0.5, -0.3, 0.1], [0.5, 0.2, 0.2], [0.0, -0.2, 0.4], [-0.2, 1.0, 0.2], [-0.5, 1.8, 1.4], [0.0, -2.0, -0.7], [0.0, -0.1, -0.2], [0.2, -0.3, 0.0], [-0.3, 0.0, 0.0], [-0.2, -0.3, 0.0], [0.6, -0.3, -0.7]], "mulliken_charge": [-0.95, -0.33, -0.29, 0.45, 0.35, 0.23, 0.26, 0.28, -0.86, -0.33, -0.27, 0.20, 0.42, 0.31, 0.24, 0.28], "total_energy_ha": -267.8268, "homo_energy_ha": -0.3431, "smiles": "C=NC.C=NC", "relative_energy_ev": 2.682, "largest_force_ev_per_a": 2.26}

---

Entry 4:
{"formula": "C3H10NS", "method": "ωB97M-V/def2-TZVPD", "elements": ["C", "H", "H", "H", "H", "C", "C", "S", "N", "H", "H", "H", "H", "H", "H"], "positions_angstrom": [[1.70318, 1.31514, -2.57146], [1.49119, 1.83763, -1.64023], [0.81137, 1.36438, -3.19580], [1.94585, 0.27518, -2.36423], [2.53890, 1.79442, -3.07772], [-1.48393, -0.83844, 1.02663], [-0.62168, 0.36435, 1.43121], [1.04592, 0.35985, 0.76318], [-0.86513, -2.14850, 1.22202], [-1.73014, -0.74207, -0.03192], [-2.41298, -0.80431, 1.59582], [-0.53262, 0.43415, 2.51999], [-1.07349, 1.29581, 1.08202], [-0.95059, -2.44270, 2.18903], [0.13415, -2.06490, 1.05147]], "atomic_forces_ev_per_a": [[-0.1, 0.1, 0.0], [0.1, 0.0, 0.0], [0.1, 0.0, -0.1], [0.0, 0.0, 0.0], [0.0, 0.0, 0.0], [0.3, -0.2, -0.1], [0.0, -0.1, -0.2], [-0.1, -0.1, 0.2], [0.1, 0.2, 0.3], [-0.1, 0.1, 0.0], [-0.1, 0.0, -0.1], [0.1, 0.0, 0.0], [-0.1, 0.1, 0.2], [-0.1, 0.0, 0.0], [-0.1, -0.1, -0.2]], "mulliken_charge": [-0.90, 0.13, 0.25, 0.23, 0.27, -0.43, -0.56, -0.12, -0.57, 0.27, 0.33, 0.31, 0.31, 0.25, 0.22], "spin_multiplicity": 2, "total_energy_ha": -573.1833, "homo_energy_ha": [-0.3433, -0.3325], "relative_energy_ev": 0.000, "largest_force_ev_per_a": 0.40}

---

Entry 5:
{"formula": "C4H7NO", "method": "ωB97M-V/def2-TZVPD", "elements": ["C", "O", "C", "C", "C", "N", "H", "H", "H", "H", "H", "H", "H"], "positions_angstrom": [[2.08920, 0.56643, -0.46015], [1.29353, 0.07398, 0.62439], [-0.10108, 0.05483, 0.41150], [-1.32861, -1.14910, 0.35276], [-2.33320, -0.13027, 0.00414], [-2.78399, 0.90916, -0.24212], [1.62435, 1.40502, -1.00442], [3.03187, 0.94997, -0.04613], [2.29952, -0.22762, -1.18449], [-0.52443, 0.64465, 1.22488], [-0.28307, 0.50084, -0.56231], [-1.63817, -1.64765, 1.29036], [-1.34592, -1.95023, -0.40841]], "atomic_forces_ev_per_a": [[-0.1, -0.1, -0.1], [-0.2, -1.0, 0.0], [-0.5, 0.1, -0.2], [0.5, 0.4, 0.0], [-0.3, 0.9, -0.2], [-0.1, -1.3, 0.2], [-0.2, -0.2, 0.3], [-0.3, -0.3, 0.0], [0.0, 0.0, 0.1], [0.0, 0.2, -0.2], [-0.1, 0.3, 0.1], [0.6, 0.5, -0.2], [0.6, 0.6, 0.1]], "mulliken_charge": [-0.64, -0.38, -0.36, -0.40, 0.37, -0.46, 0.32, 0.24, 0.28, 0.22, 0.29, 0.26, 0.27], "total_energy_ha": -286.5228, "homo_energy_ha": -0.3751, "smiles": "COCCC#N", "relative_energy_ev": 2.962, "largest_force_ev_per_a": 1.32}